10
Properties=species:S:1:pos:R:3 method="wB97M-V/def2-TZVPD" e_homo_ev=-8.08 charge=0
C 0.41805 0.14797 -0.65960
N 2.06724 -0.50081 0.95458
N 1.18090 -0.69648 0.06201
S -2.92825 0.48827 -0.06682
H 0.74808 1.07269 -0.84492
H -0.15837 -0.36490 -1.43202
H -2.73559 1.37101 0.88428
H 2.25265 0.46802 1.01034
H 1.04062 -1.70522 -0.09951
H -1.88532 -0.28054 0.19167